{"formula": "C38H90BrF2N7O7P", "method": "wB97M-V/def2-TZVPD", "gap_ev": 6.76, "max_force_ev_per_a": 2.7, "e_tot_ev": -150386.7217, "total_charge": 1, "species": ["Br", "P", "F", "F", "O", "O", "O", "O", "O", "O", "O", "N", "N", "N", "N", "N", "N", "N", "C", "C", "C", "C", "C", "C", "C", "C", "C", "C", "C", "C", "C", "C", "C", "C", "C", "C", "C", "C", "C", "C", "C", "C", "C", "C", "C", "C", "C", "C", "C", "C", "C", "C", "C", "C", "C", "C", "H", "H", "H", "H", "H", "H", "H", "H", "H", "H", "H", "H", "H", "H", "H", "H", "H", "H", "H", "H", "H", "H", "H", "H", "H", "H", "H", "H", "H", "H", "H", "H", "H", "H", "H", "H", "H", "H", "H", "H", "H", "H", "H", "H", "H", "H", "H", "H", "H", "H", "H", "H", "H", "H", "H", "H", "H", "H", "H", "H", "H", "H", "H", "H", "H", "H", "H", "H", "H", "H", "H", "H", "H", "H", "H", "H", "H", "H", "H", "H", "H", "H", "H", "H", "H", "H", "H", "H", "H", "H"], "coordinates": [[1.7764, -3.2410, 1.2284], [-0.8640, -1.0902, 2.6686], [2.5564, 3.5747, 0.9777], [2.0558, -3.5161, -3.3464], [6.7506, -3.4027, 4.8742], [-2.1007, -0.0721, 2.6313], [-4.7021, -4.1577, -2.5234], [-0.0254, -0.6182, 3.9146], [3.2031, 6.1952, 4.6232], [-3.2370, 5.1954, -1.2523], [-6.8611, 0.5359, -8.2300], [-6.7983, -4.4462, -4.4962], [7.5465, -2.0649, 7.3186], [-1.3192, -2.5574, 2.7450], [-0.1097, -0.6484, 0.0201], [-2.0496, 7.6052, -0.1851], [-5.4422, -1.3617, -6.5736], [4.8698, 3.9619, 3.8852], [-7.5591, -0.2751, -7.3071], [1.6200, 3.1617, 0.0463], [-1.5036, -0.8327, -0.4088], [-6.8500, -1.5834, -6.9294], [3.9908, 6.2472, 3.4500], [-6.9862, 0.1542, -9.5888], [-3.5075, 7.4577, -0.2508], [0.2291, -0.6915, 1.2412], [3.2653, 0.9297, -0.2476], [1.5708, -1.1842, -1.9497], [1.6808, -0.2595, 1.5173], [3.6911, 6.9551, 5.7156], [-3.9339, 6.4291, -1.3085], [6.5216, -4.0030, 6.1374], [7.8285, -3.9521, 4.1357], [-3.6957, 4.2864, -0.2740], [1.0247, 1.8308, 0.4609], [7.4528, -3.5272, 7.2623], [0.4888, 4.2163, 0.0725], [-5.9881, -5.6003, -4.0970], [-1.6744, -1.6717, -2.8333], [5.2179, 5.3224, 3.4568], [-1.2339, -3.3344, -0.9501], [1.0302, -0.2374, -0.8581], [-5.0564, -4.6072, -1.2285], [2.8769, -3.3563, -2.2450], [1.8808, 0.5026, 0.1649], [-6.9232, -2.6602, -8.0076], [3.9747, -1.4698, 1.9346], [6.3725, 5.8295, 4.3153], [-4.6349, -5.1739, -3.5113], [-6.8132, -6.4872, -3.1691], [4.5384, -1.6350, 3.3639], [-1.8527, -2.0006, -1.3383], [2.4424, -1.5519, 1.9668], [8.8614, -4.1079, 7.1853], [-4.0355, 7.1613, 1.1497], [2.9238, -1.9003, -1.8090], [0.2696, 4.6166, -0.9087], [-2.9214, -2.1360, -1.2246], [0.0262, -1.3659, 4.5366], [5.5521, -1.2604, 3.3490], [-7.3038, -5.9163, -2.3812], [6.6227, -1.6760, 7.4865], [0.5577, 0.5280, -1.4678], [-1.7439, 0.0771, -0.9512], [-8.5807, -0.4667, -7.6602], [6.2021, 5.6601, 5.3776], [-6.1942, -7.2562, -2.7021], [9.3690, -3.9825, 8.1407], [-4.7797, 4.3402, -0.1431], [2.6173, -4.0355, -1.4453], [-7.5980, -6.9891, -3.7335], [5.5796, 5.2681, 2.4258], [4.2731, 7.2837, 3.2233], [-5.7712, -6.1832, -4.9964], [2.8393, 7.2144, 6.3433], [-5.4001, -0.7280, -5.7800], [3.6982, 1.5221, 0.5438], [0.7885, 5.0427, 0.7015], [3.9326, 0.0926, -0.3651], [-6.2248, -0.5780, -9.8661], [-5.0137, -0.8365, -7.3317], [-6.2200, -2.4791, -8.8196], [8.8375, -5.1755, 6.9576], [7.2915, 5.3062, 4.0529], [8.7701, -3.4604, 4.3862], [-7.3602, -1.9759, -6.0442], [2.0159, 3.1880, -0.9604], [4.1718, 7.8783, 5.3814], [-4.0396, -4.7474, -4.3226], [5.4993, -3.7229, 6.4086], [1.7899, 0.3534, 2.3953], [-2.0638, 0.4852, 3.4304], [-6.1399, -4.6141, -1.0960], [7.6313, -3.7698, 3.0785], [9.4722, -3.6104, 6.4329], [-3.9590, 8.0508, 1.7736], [-1.4634, -3.5587, 0.0846], [7.0106, -3.8696, 8.2021], [-7.9809, -0.2446, -9.8055], [4.3716, 4.0413, 4.7683], [-5.0176, 6.2567, -1.2821], [-1.7255, -4.0972, -1.5421], [7.7911, -1.7337, 6.3889], [3.9731, -0.9546, 3.9916], [3.3301, 5.9188, 2.6425], [4.3426, -2.3094, 1.3659], [0.8471, 1.9409, 1.5247], [3.3752, -1.8825, -0.8282], [-4.6479, -5.5996, -1.0184], [2.1883, -1.6695, 3.0059], [-2.1729, -0.8297, 0.4355], [6.5353, -5.0970, 6.0466], [-3.1956, 4.4617, 0.6827], [4.1766, 3.5859, 3.2431], [-2.6295, -1.5189, -3.3095], [-2.3352, -2.5756, 2.7763], [-7.6489, 0.3305, -6.4010], [4.4686, -2.6541, 3.7082], [3.2709, 1.4530, -1.1913], [6.5404, 6.8968, 4.1606], [-5.0854, 6.8627, 1.1216], [-0.3995, 3.8142, 0.5394], [-3.7061, 6.8443, -2.2929], [-3.4680, 6.3746, 1.6467], [-4.0760, -6.0388, -3.1291], [3.8839, -3.6198, -2.5569], [-6.8286, 1.0444, -10.1966], [0.0426, 1.7987, 0.0055], [-6.8470, -3.8169, -3.6989], [-1.2237, -2.5295, -3.3188], [-0.1744, -3.3998, -1.1447], [-1.6516, 6.6762, -0.0733], [-3.9268, 8.4190, -0.5593], [4.3524, -0.5296, 1.5662], [-7.9269, -2.7272, -8.4302], [-1.0099, -0.8320, -3.0036], [-6.6773, -3.6343, -7.5838], [-1.7042, 7.9166, -1.0889], [7.9184, -5.0299, 4.2934], [-6.2879, -3.9134, -5.1980], [-4.6411, -3.8988, -0.5086], [4.3878, 6.3733, 6.3226], [0.8364, -1.9306, -2.2022], [-3.4350, 3.2800, -0.6082], [1.6371, -0.5745, -2.8363], [3.6289, -1.4347, -2.4851]]}

{"formula": "C38H90OS", "method": "wB97M-V/def2-TZVPD", "gap_ev": 7.38, "max_force_ev_per_a": 16.8, "e_tot_ev": -53724.3463, "species": ["S", "O", "C", "C", "C", "C", "C", "C", "C", "C", "C", "C", "C", "C", "C", "C", "C", "C", "C", "C", "C", "C", "C", "C", "C", "C", "C", "C", "C", "C", "C", "C", "C", "C", "C", "C", "C", "C", "C", "C", "H", "H", "H", "H", "H", "H", "H", "H", "H", "H", "H", "H", "H", "H", "H", "H", "H", "H", "H", "H", "H", "H", "H", "H", "H", "H", "H", "H", "H", "H", "H", "H", "H", "H", "H", "H", "H", "H", "H", "H", "H", "H", "H", "H", "H", "H", "H", "H", "H", "H", "H", "H", "H", "H", "H", "H", "H", "H", "H", "H", "H", "H", "H", "H", "H", "H", "H", "H", "H", "H", "H", "H", "H", "H", "H", "H", "H", "H", "H", "H", "H", "H", "H", "H", "H", "H", "H", "H", "H", "H"], "coordinates": [[11.9474, -8.5852, -11.7986], [13.4051, -8.4800, -11.3875], [9.6040, -8.0150, -17.4176], [5.9174, -8.4678, -14.1370], [3.0708, -5.2989, -9.9280], [7.2638, -7.9504, -13.4888], [3.3342, -9.2456, -12.1770], [14.5697, -8.7308, -9.2468], [2.0981, -10.1254, -12.6385], [9.4713, -8.9244, -7.8579], [8.4314, -7.3232, -18.0666], [6.0964, -9.6240, -15.0631], [8.1188, -8.9253, -12.6671], [10.6815, -12.7273, -8.6760], [9.8221, -11.5448, -9.1314], [7.5386, -9.4503, -11.3028], [2.3118, -4.7848, -11.1663], [11.9297, -8.5401, -13.6724], [7.5042, -6.7586, -16.9593], [7.2760, -8.3126, -10.2670], [12.0289, -8.7072, -8.7327], [8.6714, -8.9146, -9.1355], [10.8752, -8.1990, -7.7896], [10.9604, -7.0489, -11.4240], [5.4210, -5.9402, -8.9532], [2.4256, -11.5328, -13.1504], [9.5490, -11.3483, -10.6392], [10.5259, -10.0242, -16.0068], [3.8134, -9.3332, -10.7118], [10.6953, -12.9052, -7.1395], [10.5399, -14.3463, -6.6772], [4.3870, -10.6963, -10.2637], [9.3165, -9.2306, -16.5152], [6.7368, -6.5039, -9.4644], [1.1551, -12.3137, -13.3772], [13.4039, -8.0924, -8.4379], [0.7953, -4.7552, -11.0909], [10.8562, -11.0987, -11.3557], [6.5018, -5.6595, -17.4218], [4.5958, -5.2271, -10.0734], [12.5313, -7.7287, -14.0820], [5.1110, -9.9202, -15.4224], [8.8456, -8.4603, -7.0955], [8.3464, -9.7749, -13.3109], [10.8893, -6.9116, -10.3450], [7.6829, -7.3576, -10.5994], [9.0709, -12.2447, -11.0340], [8.9172, -11.5411, -8.5238], [7.9381, -8.0744, -18.6834], [10.1783, -7.1810, -17.0142], [0.4667, -11.7242, -13.9827], [9.3356, -9.3588, -9.8768], [11.4176, -6.1590, -11.8564], [9.0372, -8.4645, -12.3035], [10.5831, -10.7215, -12.3412], [2.9875, -11.6200, -14.0803], [4.2285, -9.5974, -12.6914], [10.3913, -13.6972, -9.0801], [3.0616, -9.1289, -9.9496], [14.4483, -9.8098, -9.3418], [4.9184, -10.4519, -9.3439], [6.7758, -5.0912, -18.3106], [2.7020, -6.3204, -9.8339], [13.6081, -8.4549, -7.4304], [7.1699, -6.9838, -12.9939], [5.1966, -8.6356, -13.3367], [1.5385, -9.7081, -13.4756], [11.5359, -11.9410, -11.4847], [1.4863, -13.2858, -13.7427], [2.7582, -4.7309, -9.0518], [4.9251, -5.5716, -11.0537], [10.0082, -7.1113, -11.9508], [11.7087, -12.6001, -9.0178], [13.4849, -7.0055, -8.4476], [14.6632, -8.5128, -10.3107], [15.5006, -8.4778, -8.7393], [12.0255, -9.7967, -8.7673], [5.6001, -6.1305, -17.8131], [5.0471, -11.0149, -11.0704], [10.0704, -12.2505, -6.5321], [11.3389, -8.4059, -6.8250], [4.9169, -4.1855, -10.0597], [6.6928, -6.9984, -10.4348], [2.6633, -5.3446, -12.0329], [5.5604, -5.3731, -8.0329], [11.5040, -10.3986, -10.8281], [9.6246, -9.9519, -7.5280], [6.9720, -7.5810, -16.4811], [7.3774, -5.6331, -9.6039], [0.6461, -12.6276, -12.4659], [1.4043, -10.2261, -11.8039], [11.6797, -12.6094, -6.7768], [8.9589, -8.7999, -15.5800], [10.6951, -10.8395, -16.7102], [0.3137, -5.7096, -10.8779], [8.2617, -10.0556, -10.7561], [6.6906, -10.0917, -11.5428], [11.8738, -8.5098, -9.7934], [10.7594, -7.1155, -7.8141], [11.3291, -15.0568, -6.9230], [2.6648, -3.7615, -11.2944], [11.3803, -9.3567, -16.1183], [10.4146, -10.6696, -8.8648], [7.8932, -7.6612, -14.3304], [6.1997, -8.1875, -10.1490], [7.7257, -8.5018, -9.2923], [3.2508, -8.2852, -12.6858], [8.9015, -10.4891, -10.8138], [12.4048, -9.3997, -14.1453], [3.6477, -11.4866, -10.1336], [5.3993, -7.6348, -14.6121], [7.8078, -9.5763, -9.0694], [0.4230, -4.3690, -12.0398], [8.5421, -9.9201, -16.8515], [10.3418, -8.3708, -18.1367], [6.4696, -10.5143, -14.5569], [0.5845, -4.0855, -10.2572], [6.7400, -9.4967, -15.9336], [8.4325, -7.8913, -9.4252], [4.8451, -6.7709, -8.5453], [10.9256, -8.4052, -14.0744], [8.8677, -6.5020, -18.6353], [7.2544, -7.1547, -8.7597], [6.1922, -5.1479, -16.5104], [3.0575, -12.1294, -12.4924], [10.4191, -10.3698, -14.9785], [10.4562, -14.2762, -5.5927], [9.6222, -14.7784, -7.0762], [4.6274, -8.6137, -10.6241], [8.2148, -6.4801, -16.1811]]}

{"formula": "C38H97F2N7O13S2", "method": "wB97M-V/def2-TZVPD", "gap_ev": [3.83, 7.13], "max_force_ev_per_a": 8.4, "e_tot_ev": -105122.5906, "total_charge": -1, "multiplicity": 2, "species": ["S", "S", "F", "F", "O", "O", "O", "O", "O", "O", "O", "O", "O", "O", "O", "O", "O", "N", "N", "N", "N", "N", "N", "N", "C", "C", "C", "C", "C", "C", "C", "C", "C", "C", "C", "C", "C", "C", "C", "C", "C", "C", "C", "C", "C", "C", "C", "C", "C", "C", "C", "C", "C", "C", "C", "C", "C", "C", "C", "C", "C", "C", "H", "H", "H", "H", "H", "H", "H", "H", "H", "H", "H", "H", "H", "H", "H", "H", "H", "H", "H", "H", "H", "H", "H", "H", "H", "H", "H", "H", "H", "H", "H", "H", "H", "H", "H", "H", "H", "H", "H", "H", "H", "H", "H", "H", "H", "H", "H", "H", "H", "H", "H", "H", "H", "H", "H", "H", "H", "H", "H", "H", "H", "H", "H", "H", "H", "H", "H", "H", "H", "H", "H", "H", "H", "H", "H", "H", "H", "H", "H", "H", "H", "H", "H", "H", "H", "H", "H", "H", "H", "H", "H", "H", "H", "H", "H", "H", "H"], "coordinates": [[-19.3868, -7.0930, 24.7295], [-20.5593, -8.9907, 24.4515], [-18.9335, -6.0983, 25.9215], [-22.0996, -9.2623, 24.8874], [-22.3624, -6.5776, 26.8333], [-25.6315, -10.5042, 28.0585], [-20.6706, -8.8019, 22.9954], [-19.7993, -8.4565, 28.0412], [-19.7752, -6.1464, 23.6637], [-15.7398, -6.7177, 26.4692], [-23.2010, -12.1031, 21.6875], [-18.1389, -7.8010, 24.5273], [-18.1915, -5.5911, 19.0055], [-18.4617, -2.6370, 26.2223], [-15.5602, -5.6804, 20.8996], [-23.9185, -7.0220, 19.4054], [-19.9328, -10.2744, 24.8520], [-19.5527, -12.4353, 22.5184], [-18.8571, -6.7402, 18.6588], [-27.2576, -8.9987, 25.1128], [-23.1790, -4.4901, 20.9403], [-20.4494, -7.6510, 25.5966], [-17.4659, -5.6384, 28.3234], [-15.6162, -4.3935, 21.2084], [-16.2979, -4.8333, 27.9960], [-24.0048, -6.3607, 22.2883], [-15.8359, -4.1739, 29.2483], [-22.0047, -12.4604, 22.3606], [-15.3278, -3.8923, 18.8486], [-15.2722, -5.7602, 27.4503], [-23.7697, -7.9813, 18.3858], [-26.2707, -9.7906, 25.8356], [-14.1842, -4.5669, 23.2771], [-22.9682, -5.8600, 21.3284], [-18.7520, -7.5319, 20.9484], [-19.8216, -1.2480, 25.0294], [-16.7132, -4.8557, 23.3887], [-15.6770, -2.6250, 22.9551], [-14.8034, -1.7019, 22.1144], [-15.5310, -4.1188, 22.6759], [-26.7502, -10.0847, 27.2989], [-20.0521, -5.6614, 16.7884], [-20.5988, -12.4962, 20.2706], [-19.1010, -2.5816, 25.0162], [-17.8488, -6.8035, 16.3410], [-19.3757, -9.0459, 19.0446], [-14.8134, -7.7192, 26.1285], [-23.4637, -10.6987, 21.4021], [-19.5284, -9.3103, 17.5104], [-20.6642, -12.0544, 21.7205], [-16.9629, -8.1819, 19.2118], [-19.1538, -6.8004, 17.2269], [-14.9796, -2.1599, 20.6685], [-17.6414, -9.6237, 27.5507], [-14.7713, -3.6529, 20.3125], [-22.7331, -6.8574, 20.1690], [-18.4529, -7.8754, 19.4661], [-24.9696, -8.9429, 25.7331], [-25.9153, -10.8736, 29.3908], [-19.9875, -8.0573, 16.8305], [-13.2190, -3.9609, 20.3457], [-19.0933, -9.6900, 27.9747], [-26.5807, -11.7343, 29.4585], [-17.2396, -7.7054, 16.4010], [-24.0371, -4.4671, 20.4082], [-15.8528, -4.8238, 30.1232], [-24.9682, -6.4160, 21.7815], [-15.0713, -0.6502, 22.2158], [-19.9941, -8.1913, 27.1394], [-19.7647, -3.4386, 24.9014], [-23.3718, -3.9004, 21.7373], [-17.5511, -9.3303, 26.5048], [-16.2768, -7.3807, 18.9373], [-14.7694, -8.5801, 26.7955], [-21.0656, -5.8415, 17.1470], [-22.0083, -11.8436, 23.2593], [-16.7160, -2.3566, 22.7638], [-28.1915, -9.3694, 25.2152], [-13.0291, -4.8885, 20.8857], [-14.6796, -3.4047, 18.1204], [-24.7322, -8.1078, 17.8901], [-23.5365, -8.9513, 18.8249], [-16.4869, -4.0097, 27.3075], [-16.3718, -3.5960, 18.7467], [-16.6495, -4.7683, 24.4733], [-18.8823, -4.9945, 19.3030], [-17.5058, -6.3221, 27.5811], [-16.4209, -5.7094, 20.4754], [-23.0233, -7.6528, 17.6626], [-27.0498, -9.1226, 24.1322], [-14.0223, -5.6158, 23.0289], [-19.7654, -12.1175, 19.6789], [-23.7460, -7.3520, 22.6604], [-13.3057, -3.9504, 23.0866], [-20.0768, -10.2305, 17.3087], [-19.5896, -10.4901, 27.4256], [-22.7810, -10.4049, 20.6048], [-21.9877, -5.8238, 27.2947], [-24.9945, -11.1866, 29.8830], [-15.9655, -1.8802, 20.2973], [-17.0747, -8.9819, 28.2253], [-18.7380, -8.4499, 21.5359], [-14.4501, -1.5673, 19.9224], [-20.0543, -5.6432, 15.6985], [-20.5851, -10.9690, 21.6597], [-26.3198, -10.0251, 29.9426], [-24.7415, -8.7559, 24.6838], [-16.5290, -3.3885, 29.5496], [-17.1612, -10.5942, 27.6758], [-14.2676, -4.5530, 24.3638], [-13.7761, -7.3993, 26.0303], [-14.8832, -3.6771, 29.0647], [-15.5997, -2.3791, 24.0142], [-16.6855, -5.9194, 23.1523], [-12.7321, -3.0974, 20.7989], [-17.6891, -4.4844, 23.0760], [-21.8894, -6.3932, 19.6584], [-19.7091, -7.0240, 21.0677], [-27.5663, -10.8017, 27.2087], [-22.0130, -5.8229, 21.8522], [-22.4330, -7.7934, 20.6400], [-19.6905, -12.3366, 23.5140], [-24.2457, -9.5252, 26.3033], [-13.7712, -1.7888, 22.4537], [-17.9755, -6.9072, 21.3899], [-15.0687, -8.1256, 25.1498], [-22.0939, -13.5018, 22.6697], [-27.0667, -9.1256, 27.7089], [-21.0378, -8.0534, 17.1220], [-18.3943, -2.5209, 24.1886], [-14.8960, -6.4507, 28.2052], [-25.9854, -10.7220, 25.3464], [-20.4606, -1.2714, 24.1467], [-14.4736, -5.1977, 26.9667], [-25.1188, -8.0127, 26.2814], [-19.1837, -2.7879, 26.8367], [-20.4448, -1.0676, 25.9053], [-22.6150, -7.2744, 27.4434], [-19.0668, -9.9946, 29.0210], [-20.0354, -8.2510, 15.7589], [-16.8077, -8.9773, 18.4828], [-21.6333, -6.8836, 26.2889], [-24.4840, -10.5510, 21.0482], [-23.3277, -9.9643, 22.1960], [-17.1136, -6.0472, 16.6160], [-18.1081, -6.6247, 15.2975], [-15.3407, -4.9563, 18.6122], [-18.6519, -12.0706, 22.2433], [-16.6546, -8.5627, 20.1855], [-18.5492, -9.5618, 17.1029], [-20.4049, -8.8250, 19.3276], [-19.6962, -4.6901, 17.1317], [-24.1930, -5.7408, 23.1650], [-12.7445, -3.9120, 19.3656], [-19.1679, -0.4088, 24.7918], [-18.2019, -4.9936, 28.0733], [-19.1555, -10.0290, 19.4607], [-21.4494, -12.1453, 19.6862], [-20.6157, -13.5781, 20.1392]]}